Here is 6 unconnected molecules or ions with the total composition C81H183OP5 in a non-equilibrium geometry from OMol25. Energies are from ωB97M-V/def2-TZVPD.

```
270
Properties=species:S:1:pos:R:3:forces:R:3:mulliken_charge:R:1
C 0.23270 -0.07259 0.42546 -0.3 2.2 1.0 0.014
O 0.44924 1.26838 0.86467 0.5 -1.0 -0.7 -0.485
H 1.03690 -0.80701 0.47007 0.9 0.0 0.3 -0.080
H -0.54630 -0.49105 1.06277 -0.6 -0.6 -0.1 -0.314
H -0.08687 -0.12342 -0.61540 -0.5 -0.1 -0.6 -0.137
C 2.69194 -3.35092 1.81014 0.6 -0.1 -0.6 -1.054
C 3.82004 -4.26212 1.17982 -2.2 0.2 3.2 -0.841
C 4.44470 -3.57840 0.07933 1.4 0.7 -2.7 0.453
C 5.48785 -4.49151 -0.67454 -0.2 1.0 0.3 -1.168
P 6.61977 -3.61070 -1.77837 0.4 -1.1 0.7 0.418
C 5.84484 -2.87010 -3.25401 0.0 -0.3 -0.1 -1.044
C 5.24143 -3.72362 -4.43896 1.5 -0.8 1.0 -0.738
C 5.54604 -3.23459 -5.85165 -0.8 0.8 0.4 -0.773
C 4.57009 -3.80944 -6.90509 1.3 0.5 0.6 -1.187
C 7.30184 -2.21452 -0.81132 -0.6 -0.6 -1.2 -0.903
C 7.96069 -2.42559 0.55506 0.2 1.5 0.3 -0.373
C 8.54000 -1.05182 1.05849 0.2 -0.8 -0.6 -0.449
C 9.61536 -1.22382 2.14831 -1.7 0.7 -0.8 -1.273
C 8.03113 -4.74399 -2.22454 0.2 2.5 -1.1 -0.916
C 8.85083 -4.02902 -3.44454 -1.2 -2.2 -0.8 -0.380
C 10.07161 -4.91349 -3.88527 -0.5 -0.4 2.0 -0.567
C 9.65079 -6.37639 -4.19829 -0.8 0.3 0.8 -1.159
H 1.96154 -2.99266 1.08469 -0.2 -0.4 -0.2 0.231
H 3.13604 -2.41740 2.15571 0.3 0.0 0.3 0.170
H 2.19307 -3.82703 2.65426 0.0 0.0 -0.1 0.498
H 3.39733 -5.22204 0.88321 0.1 -0.1 0.0 0.404
H 4.46937 -4.39931 2.04449 0.5 -0.5 -0.3 0.371
H 4.90715 -2.62852 0.34760 0.3 -0.1 0.5 -0.297
H 3.63790 -3.23518 -0.56827 0.0 -0.3 -0.7 0.158
H 5.01950 -5.35963 -1.13834 0.1 0.0 -0.1 0.728
H 6.22438 -4.83235 0.05309 -0.1 -0.4 0.4 0.507
H 6.75200 -2.32247 -3.50949 -0.3 0.6 -0.9 0.603
H 5.07742 -2.18788 -2.88830 0.2 0.3 0.1 0.378
H 4.16570 -3.84243 -4.30939 0.1 0.0 0.1 0.545
H 5.71237 -4.69864 -4.31386 -0.4 -0.5 -0.2 0.595
H 6.58502 -3.33634 -6.16515 0.0 -0.4 0.2 0.453
H 5.39229 -2.15794 -5.77892 0.0 0.3 -0.4 0.334
H 4.96101 -3.43378 -7.85069 -0.5 -0.2 -0.2 0.388
H 3.57026 -3.42766 -6.69849 -0.1 -0.2 -0.2 0.179
H 4.60962 -4.89872 -6.90712 -0.2 0.0 -0.1 0.373
H 6.43449 -1.55455 -0.82701 0.0 0.4 0.6 -0.241
H 7.93542 -1.76939 -1.57848 0.6 0.2 0.3 0.881
H 8.80937 -3.10955 0.56103 -0.1 -0.2 -0.4 0.459
H 7.25030 -2.77999 1.30194 -0.1 -0.2 -0.1 0.327
H 7.75873 -0.36348 1.38083 -0.3 -0.2 0.2 0.015
H 9.00586 -0.54203 0.21517 0.1 -0.1 -0.2 0.478
H 9.84037 -0.18477 2.38883 0.7 -0.3 0.4 0.407
H 10.44830 -1.78638 1.72659 0.1 0.1 0.5 0.348
H 9.10709 -1.68709 2.99397 0.6 -0.2 0.2 0.308
H 7.53255 -5.67116 -2.50714 0.6 -0.2 -0.1 0.646
H 8.73802 -4.82978 -1.39928 -0.4 -0.3 0.3 0.591
H 9.10202 -2.97439 -3.33157 0.1 -0.1 0.6 0.405
H 8.09136 -4.07678 -4.22494 0.1 0.3 -0.5 0.043
H 10.61329 -4.91474 -2.93939 0.6 -0.3 0.0 0.303
H 10.78561 -4.45794 -4.57140 -0.6 0.1 -0.4 0.423
H 10.41195 -7.07497 -4.54574 -0.1 0.6 -0.7 0.380
H 8.68417 -6.37599 -4.70202 0.4 0.0 -1.4 0.306
H 9.26702 -6.93200 -3.34266 0.5 0.4 0.9 0.327
C 1.59054 -0.91880 -9.04300 -0.6 -0.6 0.2 -1.192
C 0.09405 -1.31666 -8.79764 1.1 1.1 -0.3 -0.590
C -0.43578 -0.67561 -7.49267 -1.7 -0.4 -1.3 -0.102
C -2.01972 -0.81564 -7.54401 1.8 -0.6 0.6 -1.207
P -3.03222 0.24167 -6.54445 -1.6 0.4 1.5 1.147
C -4.78947 -0.36897 -6.70674 1.0 0.7 0.5 -1.313
C -5.07579 -1.77818 -6.18768 -0.3 1.2 0.5 -0.353
C -6.57641 -2.10692 -6.24478 1.7 -1.5 0.4 -0.597
C -6.70522 -3.66032 -5.94548 -0.9 1.6 -1.1 -1.137
C -2.97989 1.98287 -7.01611 -0.9 1.2 0.1 -1.078
C -3.92379 3.04025 -6.25749 0.0 -0.6 0.7 -0.245
C -3.30812 4.42854 -6.06893 0.0 0.7 -1.9 -0.423
C -4.23670 5.56974 -5.65150 -0.5 -0.7 0.7 -1.630
C -2.49288 0.20170 -4.75408 -0.9 -0.2 0.2 -0.472
C -3.54819 0.53105 -3.61956 0.1 1.0 -0.5 -0.756
C -3.09821 0.25344 -2.15046 -0.9 -2.3 -1.5 0.096
C -3.02410 -1.29912 -1.96207 1.4 0.7 -0.4 -0.778
H 2.20405 -1.81078 -9.16984 0.1 0.2 0.0 0.256
H 1.97282 -0.34388 -8.19954 0.1 0.0 0.0 0.324
H 1.66108 -0.30821 -9.94316 0.2 0.0 0.1 0.353
H -0.05611 -2.39603 -8.82008 0.1 0.0 0.3 0.421
H -0.42672 -0.94923 -9.68189 -0.4 0.1 0.2 0.381
H -0.22497 0.39151 -7.42261 0.6 -0.1 0.0 0.497
H -0.01759 -1.27203 -6.68180 -0.1 0.5 0.4 -0.251
H -2.18050 -1.82084 -7.15435 -0.6 -0.2 -0.2 0.520
H -2.35998 -0.76293 -8.57820 -0.1 0.0 0.0 0.568
H -5.10838 -0.27431 -7.74474 0.1 0.2 -0.1 0.791
H -5.30015 0.37311 -6.09303 -0.5 0.1 -0.2 0.458
H -4.88136 -1.77411 -5.11517 0.9 -0.5 0.0 -0.203
H -4.46855 -2.46056 -6.78242 -0.1 -0.4 0.4 0.439
H -6.88307 -1.81728 -7.24985 -0.7 -0.3 0.2 0.444
H -7.09639 -1.58858 -5.43914 -0.2 0.4 -0.4 0.342
H -6.87361 -3.89409 -4.89425 0.1 0.1 -0.1 0.307
H -5.85371 -4.21471 -6.34005 -0.2 0.0 0.0 0.338
H -7.60812 -3.86691 -6.52011 0.0 -1.0 0.3 0.359
H -3.30827 2.04187 -8.05380 0.1 -0.1 -0.2 0.612
H -1.94632 2.32884 -7.02802 0.1 -0.1 0.2 0.612
H -4.18317 2.82381 -5.22116 0.2 -1.0 0.1 -0.058
H -4.90711 3.00697 -6.72663 0.1 0.4 -0.4 0.466
H -3.00976 4.84556 -7.03079 0.8 -0.5 -0.3 0.367
H -2.41311 4.31720 -5.45684 0.0 0.2 0.2 0.258
H -4.84597 5.29802 -4.78949 0.0 0.1 0.3 0.357
H -4.95289 5.78781 -6.44372 0.2 0.1 -0.1 0.465
H -3.66660 6.47017 -5.42279 -0.1 -0.1 0.0 0.372
H -1.65644 0.89851 -4.70005 0.3 -0.2 0.0 0.213
H -2.16059 -0.82605 -4.60772 0.4 0.0 0.1 0.663
H -4.46908 0.02398 -3.90754 0.0 -0.4 0.6 0.364
H -3.84301 1.57877 -3.67838 0.3 0.2 -0.2 0.078
H -3.84820 0.54134 -1.41376 0.1 0.9 -0.4 0.083
H -2.11191 0.66870 -1.94340 -0.2 0.3 0.2 -0.009
H -3.61199 -1.94760 -2.61165 -1.0 0.5 0.3 0.310
H -3.15660 -1.49631 -0.89828 0.2 -0.6 -0.2 -0.113
H -2.03869 -1.58103 -2.33300 0.5 -0.3 0.7 0.248
C -5.54226 0.70379 1.58936 0.6 1.8 1.2 -1.565
C -4.09404 1.25357 1.50943 -0.2 -0.3 -2.3 -0.481
C -3.53530 1.89510 2.72996 -0.5 0.1 2.0 1.334
C -2.20982 2.60013 2.52936 -0.2 0.4 -2.0 -1.919
P -1.04340 2.71965 3.85479 0.1 -0.4 0.7 0.581
C -0.35110 1.01412 4.12875 0.7 1.3 1.6 -0.168
C -0.13397 0.63537 5.66839 -1.4 -0.1 -1.5 0.141
C 0.22646 -0.80593 5.85249 1.8 -1.2 -0.5 -0.297
C 1.72610 -1.06447 5.47093 -0.3 -0.3 0.8 -1.404
C 0.30169 3.91043 3.53947 -0.6 -1.1 -0.1 -1.116
C -0.23656 5.28126 3.20094 0.0 0.7 0.1 -0.406
C 0.68446 6.43160 3.63623 0.1 0.3 0.4 -0.721
C 0.00502 7.81398 3.66686 -0.3 -0.5 -1.3 -1.322
C -2.03093 3.39018 5.29030 2.8 -0.1 -0.1 -0.327
C -1.14877 4.20498 6.33649 -0.7 -0.5 -1.2 -0.429
C -1.92158 4.42549 7.60346 0.7 0.6 0.5 0.021
C -1.38061 5.65952 8.28006 0.1 1.0 1.1 -1.606
H -5.64006 0.41960 2.63710 -0.6 -0.9 -0.1 -0.014
H -5.97565 0.04763 0.83456 0.7 -0.4 0.2 0.407
H -6.14483 1.61044 1.53463 -0.4 0.0 0.0 0.547
H -4.10887 2.02588 0.74040 0.1 0.1 -0.3 0.902
H -3.37285 0.53490 1.12020 0.1 -0.4 0.1 -0.166
H -3.43701 1.13729 3.50723 -0.1 -0.2 0.3 -1.167
H -4.21627 2.65146 3.12022 -0.4 -0.2 0.1 0.447
H -2.40869 3.63021 2.23357 -0.1 0.3 0.0 0.690
H -1.80623 2.16306 1.61603 1.1 -0.1 0.2 0.431
H 0.63934 1.08180 3.67870 0.0 0.0 -0.3 0.753
H -0.89147 0.32392 3.48089 -0.3 -0.2 0.4 -0.168
H -1.05648 0.68205 6.24709 -0.3 0.9 -0.2 -0.284
H 0.61284 1.27535 6.13829 0.0 0.1 -0.1 0.594
H -0.37515 -1.48435 5.24758 -0.4 0.2 -0.1 -0.229
H -0.02043 -1.03072 6.89009 0.5 -0.4 0.1 0.559
H 2.15354 -2.05227 5.64310 -0.7 -0.4 0.4 0.455
H 2.34112 -0.44404 6.12278 0.2 0.4 -0.5 0.368
H 1.93073 -0.94612 4.40687 -0.1 0.7 0.0 0.206
H 0.85352 3.46623 2.71106 0.4 0.0 0.1 0.533
H 0.86291 3.88461 4.47353 0.3 0.1 -0.1 0.687
H -1.20967 5.43934 3.66588 -0.2 0.0 -0.1 0.520
H -0.35898 5.28153 2.11784 -0.3 0.4 -0.1 0.048
H 1.55613 6.38105 2.98374 0.2 0.4 0.1 0.486
H 1.03213 6.28195 4.65840 0.2 -0.5 0.1 0.366
H 0.62805 8.67847 3.89617 0.2 -0.4 0.4 0.413
H -0.86650 7.78103 4.32066 0.1 0.1 0.1 0.292
H -0.36290 8.02016 2.66176 -0.3 0.1 -0.1 0.287
H -2.35653 2.43823 5.70967 -0.9 0.4 0.4 -0.621
H -2.74651 4.10876 4.89069 -0.5 -0.6 0.1 1.139
H -0.95923 5.19613 5.92444 0.1 0.0 -0.4 -0.081
H -0.16862 3.78843 6.56865 0.0 -0.3 -0.2 0.363
H -1.69830 3.60794 8.28893 -0.9 -0.4 -0.1 0.285
H -2.96782 4.61756 7.36555 -0.2 -0.5 0.3 0.265
H -1.39740 6.54223 7.64081 0.0 0.0 -0.2 0.338
H -0.37211 5.55967 8.68137 0.2 -0.3 -0.4 0.367
H -1.94542 5.93661 9.17018 -0.3 -0.1 0.0 0.432
C -4.04345 -6.54932 9.09680 0.4 0.3 0.2 -1.252
C -3.29925 -6.17975 7.80080 -0.6 0.1 1.2 -0.738
C -3.50207 -4.71763 7.27869 0.7 -1.3 0.3 -0.235
C -4.79499 -4.57456 6.50993 -0.3 0.4 -0.5 -1.094
P -4.77042 -3.04462 5.47977 -0.5 -0.8 -0.4 0.931
C -3.33699 -3.15352 4.35875 0.2 -0.6 -1.3 -0.958
C -3.45730 -2.49062 2.92577 -0.9 0.4 1.1 -0.015
C -2.32309 -2.65951 1.93450 0.6 -2.1 0.1 0.623
C -2.38436 -4.10343 1.26849 -1.1 0.8 0.5 -1.644
C -6.44304 -2.91553 4.70784 0.8 0.9 0.2 -1.080
C -7.51760 -2.44388 5.71274 -0.3 -0.5 -0.2 -0.613
C -8.76428 -1.94715 4.95671 -0.8 0.3 -0.4 -0.772
C -8.67668 -0.52169 4.38330 0.0 0.7 0.4 -1.004
C -4.41830 -1.68441 6.55173 -0.3 1.2 0.7 -1.982
C -4.35349 -0.23443 6.00112 -0.5 -1.1 -0.6 1.101
C -4.47287 0.79348 7.09628 0.9 0.6 0.9 -0.698
C -5.17003 2.04935 6.61449 -0.4 0.2 0.0 -1.380
H -5.12845 -6.51189 8.99950 0.0 -0.3 0.1 0.336
H -3.75412 -5.96196 9.96824 0.0 0.5 -0.2 0.330
H -3.65769 -7.53548 9.35520 -0.7 -0.3 0.0 0.387
H -3.66330 -6.94561 7.11595 0.3 0.3 -0.7 0.318
H -2.27696 -6.44311 8.07222 0.3 0.6 -0.7 0.369
H -2.67765 -4.49933 6.59988 0.2 0.1 0.0 0.188
H -3.45320 -3.98926 8.08812 0.1 -0.2 0.2 0.364
H -5.68725 -4.59873 7.13554 0.0 0.3 0.2 0.575
H -4.91765 -5.44051 5.85940 0.0 0.1 -0.4 0.579
H -3.06652 -4.20817 4.30706 -0.5 -0.4 -0.5 0.992
H -2.45228 -2.83790 4.91170 -0.1 0.9 0.1 0.104
H -3.76167 -1.45508 3.07780 0.7 0.5 0.2 -0.531
H -4.36607 -2.79400 2.40596 -0.2 -0.8 0.2 0.488
H -1.32027 -2.57859 2.35389 0.0 0.3 0.4 0.315
H -2.37987 -1.87474 1.18016 -0.1 -0.2 -0.2 -0.577
H -3.42519 -4.29946 1.01093 -0.2 0.8 -1.6 0.431
H -2.45291 -5.00933 1.87078 1.5 0.3 1.2 0.396
H -1.63129 -4.23071 0.49081 -0.5 -0.1 -0.1 0.390
H -6.66324 -3.91003 4.31976 -0.2 -0.1 0.1 0.646
H -6.48426 -2.24975 3.84578 0.5 0.1 -0.1 0.434
H -7.27083 -1.66310 6.43217 0.7 0.2 -0.3 0.312
H -7.66917 -3.31293 6.35295 -0.8 0.0 0.0 0.446
H -9.64660 -2.11062 5.57549 0.0 0.3 0.1 0.431
H -8.97466 -2.47484 4.02645 0.2 -0.9 0.3 0.302
H -8.63143 0.33847 5.05125 0.8 -0.3 0.8 0.279
H -9.55315 -0.15621 3.84821 -0.2 -1.0 -0.5 0.421
H -7.83162 -0.49330 3.69542 0.1 0.3 -0.1 0.126
H -3.51721 -1.97033 7.09430 0.2 0.1 0.0 0.689
H -5.20086 -1.62733 7.30833 -0.1 -0.4 0.1 0.809
H -5.16962 -0.06204 5.29947 -0.4 -0.2 -0.1 -0.024
H -3.47285 -0.09447 5.37423 0.3 0.1 0.2 -0.313
H -3.47693 0.96068 7.50647 0.3 0.5 -0.2 0.314
H -4.96728 0.46990 8.01222 -0.5 -0.6 -0.3 0.726
H -5.09748 2.91404 7.27416 0.4 -0.1 0.1 0.316
H -6.23736 1.82976 6.58829 -0.1 0.0 -0.3 0.473
H -4.85318 2.33641 5.61185 0.0 0.1 0.0 0.133
C 2.16201 -1.44808 -4.49886 0.8 -1.6 -1.1 -1.743
C 1.40047 -0.25085 -4.10429 -1.0 0.6 0.2 0.761
C 2.18113 0.71277 -3.22598 -0.6 0.3 -0.3 -0.576
C 1.30536 1.95728 -2.89498 0.6 -0.5 0.6 -0.506
P 2.02190 3.24224 -1.74092 0.1 1.5 0.4 0.520
C 2.87966 4.53329 -2.70767 1.3 -1.4 -1.3 -1.229
C 4.10190 4.02545 -3.61124 -0.6 1.0 0.7 -0.499
C 5.19620 5.09566 -3.77358 0.1 -1.0 -1.0 -0.595
C 6.37274 4.47683 -4.60435 0.2 0.8 0.9 -1.295
C 3.21764 2.91350 -0.31778 -1.1 -1.3 -1.0 -1.093
C 4.54549 2.13091 -0.57008 -1.1 2.5 0.7 -0.062
C 5.10910 1.86446 0.83149 0.2 -1.5 -1.3 -1.062
C 4.72025 0.44476 1.33947 1.0 1.4 0.6 -0.123
C 0.67386 4.26310 -1.01693 0.5 -0.5 0.6 -0.218
C -0.32772 4.89161 -1.97792 -0.3 -0.1 0.2 -0.825
C -1.54900 5.48940 -1.26516 0.1 -0.9 0.5 0.191
C -2.39237 6.21569 -2.28705 -0.7 0.2 0.5 -1.403
H 2.66586 -2.03087 -3.72777 -0.2 0.2 0.4 0.036
H 2.92270 -1.23604 -5.25019 0.3 0.4 0.1 0.394
H 1.52593 -2.15066 -5.03728 -0.2 -0.2 0.2 0.568
H 0.47705 -0.51434 -3.58858 -0.1 -0.3 0.3 -0.468
H 1.02948 0.17694 -5.03567 0.2 0.6 -0.1 0.216
H 3.11357 0.92658 -3.74843 0.1 0.4 0.2 0.441
H 2.38531 0.14939 -2.31548 0.2 0.3 0.2 0.306
H 0.37063 1.57246 -2.48719 0.1 0.0 0.7 -0.316
H 0.93914 2.47485 -3.78160 0.6 0.3 -0.2 1.158
H 3.25979 5.22742 -1.95814 -0.2 0.2 0.0 0.475
H 2.17622 5.01253 -3.38854 -0.1 0.2 0.3 0.649
H 3.74893 3.80492 -4.61866 -0.2 -0.2 0.1 0.449
H 4.56164 3.12143 -3.21189 -0.1 -0.1 0.1 0.142
H 5.57803 5.42621 -2.80764 0.1 -0.2 0.1 0.381
H 4.78603 5.98887 -4.24480 0.0 0.0 -0.2 0.411
H 6.71956 3.59087 -4.07249 0.2 0.0 0.1 0.288
H 7.18037 5.20884 -4.60815 0.2 -0.1 0.0 0.392
H 6.25680 4.17527 -5.64537 -0.8 0.2 0.0 0.344
H 2.61903 2.37067 0.41373 -0.4 -0.5 -0.1 0.452
H 3.34702 3.87911 0.17106 0.3 0.3 -0.5 0.776
H 5.25684 2.82724 -1.01416 -0.1 -0.1 -0.5 0.251
H 4.39763 1.29126 -1.24920 0.1 -0.2 0.4 0.270
H 4.92315 2.68723 1.52183 -0.3 -0.1 0.0 0.330
H 6.16889 1.91476 0.58167 0.4 -0.4 0.9 0.493
H 3.66962 0.26094 1.56419 -0.1 0.2 -0.5 0.247
H 5.24392 0.35029 2.29076 0.1 -0.5 0.1 0.543
H 5.14822 -0.24948 0.61630 -0.3 -0.3 0.2 -0.655
H 1.16042 4.99930 -0.37711 0.5 0.6 -0.5 0.767
H 0.25642 3.67250 -0.20143 -0.7 -0.7 -0.4 -0.482
H -0.72456 4.14974 -2.67092 -0.1 -0.4 0.0 0.182
H 0.08929 5.63642 -2.65575 0.5 0.2 0.3 0.443
H -1.33094 6.11633 -0.40058 0.7 0.6 -0.4 0.286
H -2.00008 4.66231 -0.71693 -0.7 -0.3 -0.4 0.021
H -3.20903 6.79367 -1.85448 0.4 0.4 0.3 0.451
H -2.97394 5.59676 -2.97028 0.7 -0.4 -0.3 0.061
H -1.67197 6.86067 -2.79016 -0.6 0.3 -0.4 0.453
```
Forces are in eV/Å.

For the calculated total energy, the calculation gives -4976.72828 Ha. As for the molar mass: 1328.2 g/mol. For the maximum force, the calculation gives 3.87 eV/A. The LUMO energy comes out at -6.207 eV. The calculation puts the frontier orbital gap at 7.422 eV. The calculation puts the energy above the lowest of the compared OMol25 structures with the same formula, charge and spin at 0.00 kcal per mole. The charge is +4. As for the HOMO energy: -13.63 eV.